1.
Formula: C4H13NO
Source: the OMol25 dataset
Level of theory: the ωB97M-V functional and the def2-TZVPD basis

* orbital gap: 0.384 Eh
* E_LUMO: 0.9 eV
* SMILES string: CCOCC.N
* energy relative to the best compared isomer or geometry (same formula, charge and spin): 172.7 kJ/mol
* HOMO energy: -9.592 eV
* DFT total energy: -290.13116 a.u.

Last column: Mulliken charge in e.
Cartesian coordinates (Å):
C: 1.483 -1.757 1.703  -1.12
C: 0.587 -0.706 1.038  -0.07
N: -0.612 3.356 0.569  -0.71
H: 1.004 -2.756 1.752  0.27
H: 2.423 -2.030 1.234  0.32
H: 1.730 -1.239 2.641  0.33
H: 0.916 0.361 1.322  0.13
H: -0.399 -0.761 1.358  0.35
H: 0.277 2.941 0.540  0.28
H: -0.920 3.326 1.494  0.24
H: -1.315 2.638 0.155  0.25
C: -0.264 0.032 -1.268  0.34
O: 0.532 -0.893 -0.396  -0.38
C: -1.495 -0.570 -1.926  -1.19
H: 0.477 0.473 -1.989  0.32
H: -0.520 0.861 -0.617  -0.40
H: -1.789 -0.046 -2.808  0.34
H: -2.231 -0.474 -1.170  0.35
H: -1.481 -1.632 -2.012  0.35

***

2.
Formula: C4H13NO
Source: the OMol25 dataset
Level of theory: the ωB97M-V functional and the def2-TZVPD basis

* orbital gap: 0.377 Eh
* E_LUMO: 1.0 eV
* SMILES string: CC[C@@H](C)N.O
* energy relative to the best compared isomer or geometry (same formula, charge and spin): 59.7 kJ/mol
* HOMO energy: -9.235 eV
* DFT total energy: -290.17420 a.u.

Last column: Mulliken charge in e.
Cartesian coordinates (Å):
C: -1.146 -1.112 0.220  -1.15
C: 0.253 -0.545 0.641  0.72
C: 0.326 0.988 0.464  -0.87
C: 1.237 1.731 1.451  -1.10
N: 1.259 -1.143 -0.209  -0.72
H: -1.778 -1.370 1.064  0.28
H: -0.958 -2.028 -0.335  0.37
H: -1.484 -0.337 -0.463  0.12
H: 0.486 -0.783 1.693  0.26
H: -0.704 1.346 0.468  0.37
H: 0.675 1.167 -0.558  0.42
H: 1.925 2.393 0.926  0.29
H: 1.871 1.001 1.962  0.32
H: 0.676 2.299 2.185  0.32
H: 2.117 -0.605 -0.275  0.20
H: 1.572 -2.078 0.017  0.19
H: -2.187 0.471 -2.932  0.31
H: -1.768 -1.022 -2.978  0.32
O: -2.370 -0.375 -3.340  -0.64

***

3.
Formula: C4H13NO
Source: the OMol25 dataset
Level of theory: the ωB97M-V functional and the def2-TZVPD basis

* orbital gap: 0.347 Eh
* E_LUMO: 0.6 eV
* SMILES string: CCNCC.O
* energy relative to the best compared isomer or geometry (same formula, charge and spin): 132.5 kJ/mol
* HOMO energy: -8.808 eV
* DFT total energy: -290.14648 a.u.

Last column: Mulliken charge in e.
Cartesian coordinates (Å):
C: 1.681 0.564 0.053  -0.48
N: 0.839 0.348 -1.174  -0.47
C: -0.242 -0.597 -0.902  0.12
C: -1.191 -0.735 -2.078  -1.25
C: 0.985 0.851 1.403  -1.18
H: 2.320 -0.344 0.147  0.30
H: 2.268 1.444 -0.180  0.37
H: 0.402 1.255 -1.291  0.28
H: 0.226 -1.599 -0.621  0.32
H: -0.798 -0.239 -0.050  -0.15
H: -1.380 -1.797 -2.301  0.30
H: -2.176 -0.273 -2.047  0.34
H: -0.738 -0.372 -2.972  0.38
H: 0.303 0.069 1.617  0.44
H: 0.264 1.663 1.370  0.30
H: 1.798 1.122 2.032  0.38
H: -1.872 -1.050 2.752  0.31
H: -1.979 -0.599 1.380  0.31
O: -1.507 -0.323 2.217  -0.64

***

4.
Formula: C4H13NO
Source: the OMol25 dataset
Level of theory: the ωB97M-V functional and the def2-TZVPD basis

* orbital gap: 0.404 Eh
* E_LUMO: 1.0 eV
* SMILES string: CC[C@@H](C)N.O
* energy relative to the best compared isomer or geometry (same formula, charge and spin): 12.3 kJ/mol
* HOMO energy: -10.011 eV
* DFT total energy: -290.19227 a.u.

Last column: Mulliken charge in e.
Cartesian coordinates (Å):
C: 1.498 -0.635 -1.055  -1.63
C: 0.243 -0.721 -0.217  0.52
C: -0.781 0.394 -0.556  -0.48
C: -2.163 -0.129 -0.953  -1.24
N: 0.642 -0.592 1.230  -0.77
H: 2.195 -1.454 -0.911  0.40
H: 2.009 0.300 -0.856  0.36
H: 1.237 -0.545 -2.113  0.39
H: -0.236 -1.694 -0.344  0.32
H: -0.346 1.004 -1.340  0.36
H: -0.855 1.070 0.288  0.24
H: -2.371 -1.050 -0.416  0.35
H: -2.218 -0.319 -2.022  0.29
H: -2.944 0.588 -0.722  0.37
H: -0.201 -0.738 1.783  0.22
H: 1.229 -1.391 1.442  0.25
H: 0.748 1.353 1.831  0.41
H: 1.466 2.257 2.836  0.31
O: 0.846 2.300 2.095  -0.67

***

5.
Formula: C4H13NO
Source: the OMol25 dataset
Level of theory: the ωB97M-V functional and the def2-TZVPD basis

* orbital gap: 0.393 Eh
* E_LUMO: 0.9 eV
* SMILES string: CCCCN.O
* energy relative to the best compared isomer or geometry (same formula, charge and spin): 178.1 kJ/mol
* HOMO energy: -9.764 eV
* DFT total energy: -290.12910 a.u.

Last column: Mulliken charge in e.
Cartesian coordinates (Å):
C: -0.042 -2.028 -1.580  -1.06
C: 0.619 -1.421 -0.361  -0.31
C: -0.295 -0.426 0.400  -0.18
C: 0.276 0.237 1.586  -0.66
N: -0.078 1.709 1.350  -0.58
H: -0.879 -2.816 -1.270  0.24
H: 0.601 -2.673 -2.163  0.36
H: -0.568 -1.207 -2.241  0.25
H: 1.057 -2.267 0.230  0.24
H: 1.473 -0.704 -0.469  0.31
H: -0.558 0.266 -0.316  -0.11
H: -1.299 -0.878 0.556  0.34
H: 1.365 0.148 1.759  0.30
H: 0.106 0.054 2.705  0.35
H: -0.543 2.089 2.200  0.19
H: 0.684 2.211 1.045  0.28
H: -0.575 2.038 -1.791  0.32
H: -0.696 2.713 -0.344  0.41
O: -0.646 2.955 -1.297  -0.70

***

6.
Formula: C4H13NO2
Source: the OMol25 dataset
Level of theory: the ωB97M-V functional and the def2-TZVPD basis

* net charge: -1
* orbital gap (alpha / beta): 0.107 / 0.341 Eh
* multiplicity: 2
* E_LUMO (alpha / beta): 4.0 / 3.9 eV
* energy relative to the best compared isomer or geometry (same formula, charge and spin): 99.0 kJ/mol
* HOMO energy (alpha / beta): 1.091 / -5.411 eV
* DFT total energy: -365.35338 a.u.

Last column: Löwdin spin population.
Cartesian coordinates (Å):
N: -1.222 -0.764 0.008  0.06
C: -1.830 0.608 0.176  0.16
C: -0.943 1.432 1.087  0.04
C: -0.014 0.349 1.802  0.07
C: 0.109 -0.789 0.735  0.13
H: -1.773 -1.529 0.423  0.13
H: -1.973 1.000 -0.831  0.02
H: -2.847 0.442 0.662  0.08
H: -0.431 2.291 0.569  0.00
H: -1.643 1.891 1.962  0.03
H: 0.826 0.863 2.239  0.01
H: -0.502 -0.181 2.594  0.05
H: 1.031 -0.803 0.313  0.01
H: 0.024 -1.755 1.249  0.06
H: -0.229 -0.818 -1.486  0.01
H: -0.167 -1.109 -2.931  0.03
O: 0.449 -0.887 -2.174  0.08
H: 2.218 0.036 -1.623  0.01
H: 3.325 -0.387 -0.618  0.01
O: 2.898 0.363 -0.999  0.03

***

7.
Formula: C4H13NO2
Source: the OMol25 dataset
Level of theory: the ωB97M-V functional and the def2-TZVPD basis

* orbital gap: 0.360 Eh
* E_LUMO: 0.6 eV
* SMILES string: C/C=C/CN.O.O
* energy relative to the best compared isomer or geometry (same formula, charge and spin): 174.9 kJ/mol
* HOMO energy: -9.184 eV
* DFT total energy: -365.37588 a.u.

Last column: Mulliken charge in e.
Cartesian coordinates (Å):
N: 0.213 -1.590 -1.753  -0.56
C: -0.653 -1.769 -0.559  -0.57
C: 0.309 -2.750 3.106  -1.09
C: -0.032 -2.807 1.663  -0.08
C: -0.031 -1.776 0.810  -0.20
H: 0.354 -2.516 -2.130  0.25
H: 1.065 -1.152 -1.421  0.25
H: -1.439 -1.012 -0.565  0.24
H: -1.235 -2.694 -0.653  0.32
H: -0.400 -2.080 3.614  0.30
H: 1.361 -2.504 3.265  0.29
H: 0.085 -3.726 3.538  0.33
H: -0.598 -3.693 1.344  0.24
H: 0.009 -0.804 1.311  0.29
H: 1.101 6.247 -1.996  0.31
H: 0.465 6.078 -0.567  0.32
O: 0.382 6.518 -1.408  -0.63
H: 0.257 3.576 -2.268  0.31
H: -0.561 4.585 -2.969  0.31
O: -0.651 3.869 -2.364  -0.62

***

8.
Formula: C4H13NO2
Source: the OMol25 dataset
Level of theory: the ωB97M-V functional and the def2-TZVPD basis

* orbital gap: 0.303 Eh
* E_LUMO: 0.6 eV
* SMILES string: C/C=C/NC.O.O
* energy relative to the best compared isomer or geometry (same formula, charge and spin): 271.0 kJ/mol
* HOMO energy: -7.688 eV
* DFT total energy: -365.33925 a.u.

Last column: Mulliken charge in e.
Cartesian coordinates (Å):
C: 2.109 3.052 1.566  -0.97
C: 1.787 1.990 0.520  -0.38
C: 0.454 1.506 0.316  -0.08
N: 0.150 0.399 -0.370  -0.13
C: -1.288 0.049 -0.376  -0.77
H: 3.163 3.176 1.954  0.32
H: 1.456 2.931 2.542  0.23
H: 1.923 4.019 1.172  0.28
H: 2.467 1.192 0.241  0.26
H: -0.323 2.273 0.529  0.24
H: 0.644 0.122 -1.193  0.25
H: -1.917 0.750 0.199  0.30
H: -1.529 -0.939 0.282  0.17
H: -1.722 0.040 -1.430  0.28
H: 1.038 -3.482 -0.617  0.30
H: -0.144 -2.611 0.151  0.35
O: 0.131 -3.393 -0.386  -0.64
H: -2.467 -3.492 -1.030  0.32
H: -2.761 -3.780 -2.511  0.33
O: -3.171 -3.801 -1.560  -0.65

***

9.
Formula: C4H13NO2
Source: the OMol25 dataset
Level of theory: the ωB97M-V functional and the def2-TZVPD basis

* orbital gap: 0.354 Eh
* E_LUMO: 0.5 eV
* SMILES string: C[C@H](O)CCN.O
* energy relative to the best compared isomer or geometry (same formula, charge and spin): 81.1 kJ/mol
* HOMO energy: -9.092 eV
* DFT total energy: -365.41160 a.u.

Last column: Mulliken charge in e.
Cartesian coordinates (Å):
C: 0.800 0.073 0.701  -0.76
C: 0.059 1.138 -0.092  0.31
C: 0.955 1.675 -1.216  -1.28
O: -0.313 2.215 0.789  -0.55
C: 0.113 -0.277 2.050  -0.76
N: -1.317 -0.641 1.935  -0.62
H: 0.795 -0.869 0.230  0.40
H: 1.788 0.411 0.966  0.35
H: -0.858 0.725 -0.517  0.31
H: 1.747 0.953 -1.397  0.34
H: 1.349 2.656 -1.064  0.35
H: 0.472 1.780 -2.184  0.31
H: 0.494 2.724 0.915  0.34
H: 0.651 -1.131 2.456  0.37
H: 0.192 0.517 2.791  0.35
H: -1.409 -1.209 1.101  0.23
H: -1.844 0.209 1.831  0.30
H: -1.721 -3.770 -3.692  0.32
H: -0.574 -3.318 -2.812  0.31
O: -1.378 -3.860 -2.793  -0.64

***

10.
Formula: C4H13NO2
Source: the OMol25 dataset
Level of theory: the ωB97M-V functional and the def2-TZVPD basis

* orbital gap: 0.134 Eh
* E_LUMO: -5.3 eV
* energy relative to the best compared isomer or geometry (same formula, charge and spin): 979.0 kJ/mol
* HOMO energy: -8.968 eV
* DFT total energy: -365.06959 a.u.

Last column: Mulliken charge in e.
Cartesian coordinates (Å):
C: -2.178 0.142 -0.775  -0.94
C: -1.499 -0.082 0.548  -0.55
C: 0.053 -0.315 0.417  0.56
C: 0.847 0.899 -0.060  -1.04
N: 0.565 -0.753 1.694  -0.58
H: -3.284 0.400 -0.691  0.33
H: -1.955 -0.824 -1.375  0.20
H: -1.634 0.886 -1.352  0.31
H: -1.775 -1.037 0.896  0.33
H: -1.588 0.766 1.279  0.33
H: 0.641 1.966 0.249  0.30
H: 1.975 0.733 0.183  0.36
H: 0.676 -0.010 2.393  0.31
H: 1.662 -0.777 1.519  0.38
H: 3.963 -0.446 1.403  0.22
H: 0.085 -1.175 -0.265  0.22
O: 3.048 -0.406 1.120  -0.72
H: -0.006 -0.692 -3.394  0.20
H: 0.766 1.072 -1.219  0.24
O: -0.363 -0.351 -2.571  -0.49